No. 1
The following is a quantum chemistry calculation of one molecule with the formula C28H25N5O4, from the Open Molecules 2025 dataset.

The calculation puts the energy above the lowest of the compared OMol25 structures with the same formula, charge and spin at 0.0000 eV. As for the SMILES: COc1cccc(NC(=O)Cn2c(=O)c3c(ncn3Cc3ccccc3)n(Cc3ccccc3)c2=O)c1.

Structure (XYZ):
```
62
Properties=species:S:1:pos:R:3:forces:R:3
C -5.2721 -1.4143 -2.0769 -0.030 -0.175 0.156
H -4.8175 -2.3451 -2.4287 -0.002 0.034 0.023
O -5.0834 -0.3660 -2.9988 0.128 0.222 -0.211
C -3.8115 0.0018 -3.3107 0.164 0.244 -0.168
C -3.6863 1.0270 -4.2497 -0.228 -0.066 0.091
C -2.4333 1.4681 -4.6228 -0.012 -0.100 0.073
C -1.2957 0.9066 -4.0724 0.065 -0.160 0.020
C -1.4168 -0.1173 -3.1380 -0.267 0.091 -0.220
C -2.6742 -0.5720 -2.7561 -0.291 -0.224 0.223
H -2.7381 -1.3681 -2.0358 -0.019 -0.036 0.037
N -0.2353 -0.6617 -2.6251 0.121 0.368 -0.373
C -0.0728 -1.7151 -1.7920 0.562 -0.099 -0.033
O -0.9586 -2.3899 -1.3163 -0.214 -0.191 0.149
C 1.4117 -2.0054 -1.4914 -0.133 -0.219 -0.185
N 1.8470 -1.2422 -0.3275 -0.112 -0.059 -0.191
C 2.0552 -1.9685 0.8490 0.180 -0.009 0.183
O 1.9832 -3.1753 0.8698 -0.103 -0.317 0.050
N 2.3843 -1.2450 1.9734 0.146 -0.136 -0.013
C 2.4461 0.1091 1.9131 -0.100 1.075 -1.028
N 2.6763 0.9757 2.9247 0.044 -0.489 0.409
C 2.6239 2.1645 2.3628 0.011 0.040 -0.177
N 2.3990 2.1263 1.0383 0.191 -0.264 0.236
C 2.2786 0.7935 0.7173 0.084 -0.542 0.635
C 2.0210 0.1278 -0.5159 0.202 0.194 0.161
O 1.9561 0.6340 -1.6266 0.160 0.089 -0.005
C 2.1300 3.2126 0.1357 -0.156 0.459 -0.444
C 0.7261 3.1282 -0.4246 -0.061 0.056 0.048
C 0.4635 3.6184 -1.6964 0.016 0.034 0.107
C -0.8108 3.5398 -2.2271 0.018 0.107 0.013
C -1.8337 2.9547 -1.5003 -0.070 0.022 0.037
C -1.5778 2.4648 -0.2326 -0.092 0.010 0.006
C -0.3069 2.5597 0.3079 0.130 0.059 0.037
H -0.1263 2.1806 1.3046 0.043 -0.067 0.076
H -2.3682 2.0054 0.3418 -0.081 -0.046 0.042
H -2.8221 2.8733 -1.9253 -0.102 -0.046 -0.067
H -1.0054 3.9249 -3.2164 -0.014 0.020 -0.109
H 1.2639 4.0570 -2.2740 0.112 0.026 -0.098
H 2.8455 3.1746 -0.6920 -0.063 0.068 0.150
H 2.2704 4.1513 0.6822 0.069 -0.149 -0.032
H 2.7535 3.0794 2.9065 -0.007 0.292 0.002
C 2.5384 -1.9314 3.2518 -0.070 -0.186 0.173
C 1.2260 -1.9497 3.9922 0.072 -0.025 0.058
C 0.9293 -0.9571 4.9165 0.032 -0.043 0.036
C -0.2922 -0.9564 5.5674 -0.048 0.052 0.062
C -1.2256 -1.9422 5.2943 -0.075 0.021 0.032
C -0.9373 -2.9274 4.3647 -0.057 -0.042 -0.016
C 0.2839 -2.9320 3.7140 0.019 -0.021 0.012
H 0.5095 -3.6927 2.9818 0.035 -0.089 -0.078
H -1.6652 -3.6943 4.1451 -0.059 -0.067 -0.018
H -2.1781 -1.9411 5.8041 -0.071 -0.001 0.037
H -0.5163 -0.1841 6.2889 -0.017 0.056 0.060
H 1.6556 -0.1829 5.1151 0.067 0.059 0.023
H 3.2951 -1.3864 3.8182 -0.026 -0.118 -0.049
H 2.8737 -2.9470 3.0322 0.041 0.206 0.060
H 1.5153 -3.0628 -1.2415 -0.068 0.253 -0.120
H 2.0418 -1.7435 -2.3445 -0.039 -0.048 0.113
H 0.6003 -0.1197 -2.8297 -0.137 -0.244 0.181
H -0.3151 1.2557 -4.3585 0.126 0.040 -0.039
H -2.3416 2.2585 -5.3528 0.010 0.077 -0.068
H -4.5822 1.4550 -4.6700 -0.112 0.049 -0.063
H -6.3503 -1.5448 -1.9977 0.086 -0.027 0.028
H -4.8630 -1.1629 -1.0935 0.001 -0.019 -0.035
```
Positions in Å, forces in eV/Å.

***

No. 2
The following is a quantum chemistry calculation of C28H26AlI2N4O3 as an isolated structure, from the Open Molecules 2025 dataset.

Its net charge is +1. The calculation puts the total energy at -2365.14499 hartree.

Structure (XYZ):
```
64
Properties=species:S:1:pos:R:3:forces:R:3
Al -0.2381 0.2292 0.1640 -0.294 0.013 0.922
I -4.7946 -3.7683 4.6037 0.050 0.000 -0.026
C -3.3912 -2.9826 3.2733 -0.115 -0.098 0.071
C -2.6522 -3.8324 2.4618 0.042 0.065 -0.031
C -1.7562 -3.2888 1.5593 0.118 0.069 -0.119
I -0.6286 -4.5353 0.3228 -0.039 0.036 0.079
C -1.5836 -1.9018 1.4276 0.025 0.149 0.057
O -0.7338 -1.4127 0.5341 -0.170 -0.399 -0.188
C -2.3111 -1.0623 2.2938 0.070 -0.047 -0.012
C -2.1944 0.4428 2.2248 0.068 -0.227 -0.171
N -0.7809 0.9263 2.0147 -0.180 -0.059 -0.262
C 0.1361 0.5415 3.1124 0.066 -0.116 -0.108
C 1.2687 -0.3401 2.6266 -0.153 0.082 -0.208
C 2.0609 -1.0652 3.4991 0.033 -0.013 0.162
C 3.0683 -1.8596 2.9826 0.056 -0.055 0.101
C 3.2586 -1.9153 1.6088 0.047 -0.028 -0.024
C 2.4279 -1.1683 0.8039 -0.146 0.205 0.128
N 1.4561 -0.3877 1.3080 0.053 -0.211 -0.212
C -3.2102 -1.6148 3.2014 0.060 0.129 -0.015
H -2.7691 -4.9060 2.5317 -0.013 0.047 -0.013
H -2.7849 0.8298 1.3923 0.081 0.039 -0.040
H -2.5907 0.8705 3.1439 0.013 0.080 0.097
H -0.8286 1.9376 1.9488 -0.026 0.033 0.079
H 0.5517 1.4351 3.5757 0.030 0.086 0.011
H -0.4177 0.0083 3.8831 -0.058 -0.022 0.038
H 1.8773 -1.0189 4.5668 0.016 0.004 -0.080
H 3.6958 -2.4427 3.6465 -0.048 0.031 -0.043
H 4.0240 -2.5415 1.1707 -0.040 0.040 0.013
H 2.5181 -1.1934 -0.2760 -0.015 0.014 0.025
H -3.7846 -0.9593 3.8490 0.056 -0.048 -0.042
N 3.2156 4.2320 -1.0868 -0.063 -0.222 0.006
C 2.1322 3.5805 -0.3650 0.075 0.104 -0.027
C 1.8768 2.1995 -0.9343 -0.192 0.074 -0.081
O 2.5719 1.8683 -1.9658 0.266 0.012 -0.291
O 1.0475 1.4389 -0.4654 0.183 0.000 0.245
H 2.9806 5.1629 -1.3999 -0.033 -0.035 -0.038
H 3.1284 2.6681 -2.1475 0.203 0.074 -0.159
H 4.0702 4.2816 -0.5494 -0.013 0.011 0.003
H 1.1981 4.1311 -0.4647 -0.084 0.024 0.018
H 2.3266 3.4604 0.6994 -0.014 0.006 0.123
N -1.4478 1.0224 -0.9181 0.079 0.339 -0.102
C -2.6065 0.8718 -1.3978 -0.142 -0.118 -0.080
C -3.2605 1.9569 -2.2175 -0.083 -0.124 0.162
C -4.2705 1.6607 -3.1325 0.024 -0.010 0.000
C -4.8726 2.6734 -3.8710 0.012 -0.052 0.008
C -4.4866 3.9929 -3.6837 0.003 0.007 0.012
C -3.4786 4.2975 -2.7743 0.033 -0.025 0.005
C -2.8659 3.2828 -2.0549 0.012 0.040 -0.027
C -3.4377 -0.3631 -1.1436 0.039 0.063 -0.079
C -4.6472 -0.2432 -0.4596 0.017 -0.020 -0.017
C -5.3748 -1.3754 -0.1182 0.007 -0.020 0.029
C -4.9182 -2.6341 -0.4923 -0.035 0.045 0.022
C -3.7307 -2.7561 -1.2017 0.045 0.015 -0.057
C -2.9866 -1.6259 -1.5159 0.021 0.027 -0.017
H -4.5752 0.6305 -3.2778 -0.027 0.056 0.028
H -5.6491 2.4326 -4.5893 0.075 0.005 0.079
H -4.9731 4.7853 -4.2418 0.054 -0.060 0.029
H -3.1761 5.3294 -2.6301 -0.023 -0.085 0.005
H -2.0723 3.4967 -1.3490 -0.022 0.014 0.000
H -5.0175 0.7421 -0.1923 0.005 -0.036 -0.020
H -6.3036 -1.2752 0.4328 0.060 -0.011 -0.047
H -5.4954 -3.5166 -0.2406 0.045 0.048 -0.004
H -3.3773 -3.7348 -1.5084 -0.028 0.077 0.031
H -2.0472 -1.7187 -2.0527 -0.087 -0.021 0.054
```
Positions in Å, forces in eV/Å.

***

No. 3
The following is a quantum chemistry calculation of C28H26BF6N5O7PPbS5 as an isolated structure, from the Open Molecules 2025 dataset.

Its net charge is +1. The calculation puts the energy above the lowest of the compared OMol25 structures with the same formula, charge and spin at 4.1961 eV.

Structure (XYZ):
```
80
Properties=species:S:1:pos:R:3:forces:R:3
Pb 0.1037 1.1731 -0.3081 0.394 0.070 0.051
C -2.6078 0.0516 3.5782 0.014 -0.883 0.002
N -2.5710 1.4518 3.2602 0.457 0.542 -0.317
C -3.6039 2.3346 3.3675 -0.295 0.655 -0.122
C -3.1271 3.5549 2.9953 -0.658 -0.258 0.271
N -1.8220 3.4134 2.6528 0.321 -0.372 0.185
B -0.7879 4.4942 2.2738 -0.039 -0.249 -0.047
N -0.8184 4.7872 0.7397 -0.072 -0.120 -0.424
C -0.2193 5.9156 0.2684 0.183 0.421 -0.440
C -0.2760 5.9058 -1.0887 0.194 0.375 0.395
N -0.9206 4.7608 -1.4493 0.167 0.014 0.701
C -1.2236 4.3546 -2.7944 -0.206 -0.328 -0.646
C -1.2287 4.0856 -0.3192 -0.470 -0.638 -0.141
S -2.1039 2.5767 -0.3499 -0.302 -0.010 -0.056
C -1.5072 2.1347 2.8100 0.485 -0.350 -0.044
S 0.0602 1.3912 2.4343 -0.549 1.050 1.295
H -3.5422 -0.1853 4.0836 0.072 0.143 0.023
H -1.7637 -0.2005 4.2230 -0.119 0.017 -0.012
H -2.5209 -0.5374 2.6638 -0.081 0.060 0.203
H -4.5747 2.0303 3.6963 -0.205 -0.052 0.083
H -3.6232 4.5011 2.9641 -0.089 0.233 0.005
H -1.0515 5.4941 2.8474 -0.028 0.370 0.161
H 0.2889 4.0524 2.5275 0.331 0.008 0.177
H 0.2034 6.6328 0.9399 0.079 0.189 0.097
H 0.0833 6.6114 -1.8080 0.040 0.140 -0.148
H -1.1430 5.2194 -3.4475 0.037 0.001 0.020
H -2.2376 3.9642 -2.8393 0.013 0.047 0.008
H -0.5437 3.5712 -3.1359 -0.019 0.160 0.059
O 2.1871 -0.1964 2.0178 0.462 0.789 -0.031
S 1.2933 -1.3341 1.9867 0.761 -2.094 0.110
O 0.8638 -1.5189 0.3234 -0.319 0.490 0.543
O -0.4740 0.0634 1.7410 -0.610 0.338 -0.805
C 2.4564 -2.7277 1.8627 -0.299 -0.003 -0.444
C 3.2259 -3.1113 2.9416 0.003 0.083 0.148
C 4.1013 -4.1750 2.7945 -0.116 0.114 -0.002
C 4.1922 -4.8402 1.5788 0.034 -0.048 -0.059
C 3.4296 -4.4428 0.4930 -0.064 0.062 0.039
C 2.5461 -3.3835 0.6448 -0.330 0.233 -0.057
P 1.4538 -2.6398 -0.6095 1.209 -1.380 0.665
C 0.1500 -3.8782 -0.8100 0.417 0.097 -0.188
C -1.1472 -3.4629 -0.5246 0.024 0.116 -0.052
C -2.1783 -4.3800 -0.5610 -0.021 0.047 0.059
C -1.9211 -5.7023 -0.8876 0.035 0.084 -0.069
C -0.6266 -6.1136 -1.1513 0.088 -0.060 0.007
C 0.4189 -5.2065 -1.1064 0.021 0.075 -0.030
C 2.7353 -1.9019 -1.6854 -0.530 -0.522 -0.135
C 2.8682 -2.1298 -3.0510 0.472 0.050 0.038
C 3.8508 -1.4715 -3.7798 -0.107 -0.031 0.022
C 4.7247 -0.6145 -3.1335 -0.142 -0.093 0.000
C 4.6180 -0.4069 -1.7667 -0.093 0.048 0.105
C 3.6238 -1.0423 -1.0459 0.025 0.032 -0.001
H 3.1408 -2.5686 3.8703 0.098 -0.013 0.215
H 4.7168 -4.4800 3.6251 0.060 -0.066 0.096
H 4.8681 -5.6745 1.4796 0.103 -0.074 -0.034
H 3.5260 -4.9462 -0.4580 0.064 -0.080 -0.060
H -1.3341 -2.4232 -0.2972 -0.134 -0.017 0.044
H -3.1858 -4.0575 -0.3462 -0.078 0.020 -0.016
H -2.7399 -6.3990 -0.9664 -0.056 -0.136 0.063
H -0.4256 -7.1430 -1.4019 0.015 -0.094 -0.059
H 1.4229 -5.5290 -1.3331 0.104 -0.088 -0.013
H 2.1186 -3.0850 -4.5840 -0.105 -0.066 0.119
H 3.9259 -1.6284 -4.8450 0.004 -0.056 -0.146
H 5.4873 -0.1009 -3.6972 0.073 0.002 -0.088
H 5.3020 0.2565 -1.2618 0.055 0.059 0.049
H 3.5268 -0.8646 0.0163 0.057 0.050 0.091
F -2.4768 1.7664 -4.1674 0.538 0.144 0.028
C -1.8380 0.6028 -4.2454 -0.318 -0.078 -0.158
F -2.1887 0.0097 -5.3698 0.225 0.076 0.026
F -2.2337 -0.1453 -3.2069 -0.017 -0.009 0.167
S 0.0312 0.7353 -4.1069 -0.784 1.347 0.180
O 0.2339 1.2143 -2.7449 -0.072 -0.298 -0.416
O 0.5226 1.6161 -5.1040 0.088 -0.209 -0.480
N 0.3936 -0.7600 -4.3554 -0.203 -0.593 -0.333
S 0.0205 -1.9786 -3.4558 0.860 1.880 0.715
O 1.9872 -3.0089 -3.6220 0.823 -0.173 -0.050
O 0.2435 -1.5358 -2.0681 -0.707 0.630 0.263
C -1.3908 -3.7396 -4.7906 -1.061 -1.660 -0.878
F -0.7956 -4.2786 -3.6342 -0.163 -0.643 0.197
F -0.2413 -3.1707 -5.4047 0.412 0.000 -0.905
F -1.9788 -2.5476 -4.2236 -0.459 0.484 0.178
```
Positions in Å, forces in eV/Å.